No. 1
DFT (ωB97M-V with the def2-TZVPD basis set) results for a 2-piece molecular cluster, C6H6N2O2 overall.

```
16
Properties=species:S:1:pos:R:3:nbo_charge:R:1
C -0.27 1.62 1.74 -0.104
C 0.41 2.36 0.85 -0.357
C -0.65 0.22 1.48 -0.418
C -0.26 -0.21 0.27 0.316
C 0.89 1.82 -0.38 0.615
C -0.56 -2.37 -0.22 0.221
N -0.14 -3.20 -2.31 -0.450
N 0.60 0.43 -0.52 -0.638
O 1.57 2.40 -1.21 -0.592
O -0.11 -2.30 -1.38 -0.230
H -0.66 2.10 2.66 0.218
H 0.23 3.39 1.09 0.239
H -1.04 -0.41 2.24 0.237
H -1.13 -3.05 0.35 0.196
H 0.18 -2.81 -3.20 0.310
H 0.91 0.00 -1.45 0.437
```

The calculation puts the total energy at -13386.30827 eV. For the relative energy (zero: lowest compared OMol25 entry of this formula, charge and spin), the calculation gives 191.8 kcal/mol. For the HOMO energy (alpha / beta), the calculation gives -0.32089 / -0.31304 Ha.

=====

No. 2
DFT (ωB97M-V with the def2-TZVPD basis set) results for one molecule with the formula C18H28N2O2.

```
50
Properties=species:S:1:pos:R:3:nbo_charge:R:1
C -2.49 -1.88 -0.93 -0.618
C -3.95 -1.95 -0.64 -0.237
C -5.01 -2.27 -1.53 -0.599
C -4.28 -0.41 0.00 -0.427
C -3.43 -0.05 1.06 -0.275
N -2.25 0.92 0.76 -0.513
C -2.08 2.13 0.85 0.590
O -2.90 2.79 1.78 -0.722
C -0.80 2.56 0.42 -0.137
C -0.96 4.17 0.20 -0.062
C 0.24 4.67 -0.59 -0.245
C 1.39 3.97 -0.61 -0.177
C 1.55 2.68 -0.48 -0.097
C 2.80 1.84 -0.65 0.632
O 3.82 2.14 -0.49 -0.577
N 2.59 0.69 -1.07 -0.579
C 3.69 -0.40 -1.22 -0.237
C 3.54 -1.58 -0.60 -0.421
C 3.86 -1.77 0.92 -0.173
C 3.94 -3.13 1.50 -0.626
C 2.84 -0.79 1.77 -0.606
C 0.28 1.92 0.22 -0.188
H -2.23 -2.87 -1.47 0.222
H -2.20 -1.03 -1.81 0.201
H -1.76 -1.79 -0.24 0.210
H -4.21 -2.41 0.40 0.211
H -6.07 -2.27 -1.05 0.240
H -4.78 -3.18 -2.04 0.214
H -4.92 -1.50 -2.54 0.187
H -5.42 -0.18 0.36 0.241
H -4.35 0.44 -0.92 0.225
H -3.88 0.71 1.81 0.266
H -3.14 -0.61 1.71 0.194
H -1.59 0.25 0.11 0.379
H -1.74 4.76 0.30 0.206
H 0.21 5.78 -0.56 0.220
H 2.31 4.55 -1.37 0.205
H 1.55 0.14 -1.10 0.376
H 3.67 -0.70 -2.34 0.199
H 4.46 0.23 -1.05 0.241
H 4.18 -2.42 -1.16 0.219
H 2.55 -2.04 -0.65 0.206
H 4.76 -1.20 1.08 0.192
H 4.77 -3.43 1.00 0.221
H 4.28 -3.04 2.38 0.210
H 3.02 -3.55 1.67 0.214
H 2.98 -0.77 2.91 0.211
H 2.96 0.14 1.63 0.186
H 1.72 -1.16 1.84 0.184
H 0.52 0.87 0.43 0.215
```

The calculation puts the total energy at -26180.58526 eV. As for the structure (SMILES): CC(C)CCNC(=O)c1cccc(C(=O)NCCC(C)C)c1. For the relative energy (zero: lowest compared OMol25 entry of this formula, charge and spin), the calculation gives 405.4 kcal/mol. For the HOMO energy, the calculation gives -0.31974 Ha.

=====

No. 3
DFT (ωB97M-V with the def2-TZVPD basis set) results for a 3-piece molecular cluster, C17H36O7S overall.

```
61
Properties=species:S:1:pos:R:3:nbo_charge:R:1
O -0.29 1.24 4.20 -0.516
C -1.12 2.09 3.97 0.629
O -1.22 2.69 2.76 -0.511
C -2.51 2.63 2.17 -0.095
C -3.10 1.23 2.15 -0.120
O -3.61 1.02 0.80 -0.737
S -4.52 -0.33 0.59 1.778
O -4.45 -1.07 1.81 -0.932
O -3.56 -1.18 -0.47 -0.700
C -2.15 -0.95 -0.42 -0.191
C -1.45 -1.43 0.82 0.751
O -0.55 -0.77 1.30 -0.597
O -1.83 -2.60 1.30 -0.646
H -1.78 2.43 4.78 0.114
H -3.19 3.31 2.67 0.180
H -2.40 2.99 1.17 0.218
H -2.37 0.47 2.36 0.222
H -3.93 1.19 2.83 0.199
H -1.73 -1.52 -1.24 0.228
H -1.89 0.08 -0.60 0.226
H -1.30 -2.73 2.10 0.503
C 0.86 4.67 -4.86 -0.610
C -0.03 3.56 -4.32 -0.398
C -1.06 4.04 -3.30 -0.397
C -0.47 4.64 -2.03 -0.396
C 0.47 3.72 -1.25 -0.400
C -0.22 2.45 -0.74 -0.609
H 1.45 5.14 -4.07 0.201
H 1.56 4.28 -5.60 0.210
H 0.27 5.45 -5.34 0.201
H 0.59 2.77 -3.89 0.194
H -0.56 3.10 -5.16 0.201
H -1.72 3.20 -3.04 0.197
H -1.70 4.79 -3.78 0.200
H -1.30 4.94 -1.37 0.196
H 0.06 5.57 -2.27 0.201
H 0.86 4.27 -0.40 0.205
H 1.33 3.45 -1.87 0.195
H -1.05 2.70 -0.09 0.187
H 0.48 1.84 -0.17 0.228
H -0.59 1.84 -1.57 0.191
C 2.56 -2.37 2.55 -0.618
C 3.12 -2.81 1.20 -0.398
C 2.07 -3.43 0.28 -0.397
C 1.41 -4.70 0.81 -0.394
C 2.38 -5.84 1.13 -0.399
C 3.15 -6.34 -0.09 -0.609
H 2.15 -3.22 3.11 0.193
H 3.33 -1.91 3.16 0.210
H 1.76 -1.64 2.41 0.223
H 3.94 -3.52 1.36 0.191
H 3.55 -1.95 0.70 0.203
H 2.52 -3.63 -0.69 0.199
H 1.28 -2.69 0.10 0.199
H 0.69 -5.06 0.07 0.200
H 0.83 -4.47 1.71 0.191
H 1.81 -6.68 1.55 0.201
H 3.08 -5.53 1.91 0.195
H 2.47 -6.69 -0.86 0.200
H 3.81 -7.17 0.18 0.209
H 3.78 -5.56 -0.52 0.201
```

The calculation puts the total energy at -43379.58455 eV. For the HOMO energy, the calculation gives -0.38857 Ha.

=====

No. 4
DFT (ωB97M-V with the def2-TZVPD basis set) results for a 2-piece molecular cluster, C3H4O3S overall.

```
11
Properties=species:S:1:pos:R:3:nbo_charge:R:1
C -0.20 0.26 2.87 -0.399
C 0.23 0.27 1.75 -0.240
C -1.02 -0.61 -1.18 -0.258
O 0.94 1.69 -1.22 -0.830
O 2.66 -0.01 -0.77 -0.812
O 0.38 -0.77 -1.14 -0.655
S 1.36 0.45 -0.64 2.340
H -0.27 0.58 3.87 0.234
H -1.34 -1.52 -1.50 0.208
H -1.44 0.18 -1.84 0.202
H -1.30 -0.53 -0.20 0.210
```

The calculation puts the total energy at -20146.57297 eV. For the relative energy (zero: lowest compared OMol25 entry of this formula, charge and spin), the calculation gives 179.9 kcal/mol. For the HOMO energy (alpha / beta), the calculation gives -0.38510 / -0.38525 Ha.

=====

No. 5
DFT (ωB97M-V with the def2-TZVPD basis set) results for C48H40N2O3P2Pd as an isolated structure.

```
96
Properties=species:S:1:pos:R:3:mulliken_charge:R:1
Pd -0.34 0.72 -0.04 0.303
C 2.52 4.46 0.80 -1.423
C 1.34 3.47 0.91 0.820
O 1.03 2.87 -0.14 -0.391
C 0.79 3.35 2.20 -1.247
C -0.29 2.51 2.66 1.089
C -0.54 2.51 4.16 -1.434
N -1.04 1.80 1.89 -0.128
N -2.17 1.25 2.51 -0.421
C -2.75 0.30 1.82 -0.130
O -2.38 -0.30 0.77 -0.702
C -4.09 -0.14 2.41 0.375
C -4.89 -0.99 1.66 -0.388
C -6.11 -1.45 2.16 -0.673
C -6.53 -1.06 3.42 -0.356
C -5.73 -0.22 4.18 -0.638
C -4.52 0.24 3.68 -0.206
H 2.64 4.72 -0.25 0.299
H 3.45 3.98 1.14 0.160
H 2.36 5.36 1.39 0.401
H 1.27 3.94 2.97 0.030
H 0.25 3.06 4.68 0.366
H -0.59 1.49 4.54 0.236
H -1.51 2.97 4.39 0.336
H -4.53 -1.28 0.68 0.389
H -6.73 -2.11 1.56 0.371
H -7.48 -1.42 3.82 0.341
H -6.05 0.09 5.17 0.361
H -3.88 0.90 4.25 0.419
O 0.64 -2.31 -1.70 -0.103
C 0.93 -2.05 -3.02 0.780
C 1.68 -2.90 -3.83 -0.983
C 1.86 -2.57 -5.17 -0.713
C 1.29 -1.43 -5.69 -1.005
C 0.58 -0.58 -4.85 0.251
C 0.40 -0.85 -3.50 -0.825
P -0.32 0.40 -2.27 1.816
C 0.11 1.91 -3.24 0.077
C 1.47 2.20 -3.40 -0.238
C 1.90 3.38 -3.98 -0.568
C 0.97 4.34 -4.38 -0.563
C -0.38 4.08 -4.21 -0.581
C -0.81 2.88 -3.65 -0.196
C -2.11 0.18 -2.72 0.453
C -3.04 0.97 -2.04 -0.617
C -4.40 0.82 -2.25 -0.734
C -4.87 -0.15 -3.12 -0.706
C -3.97 -0.96 -3.79 -0.649
C -2.60 -0.79 -3.59 -0.576
C 1.36 -3.17 -0.91 -0.409
C 1.46 -4.53 -1.20 -0.458
C 2.21 -5.34 -0.37 -0.548
C 2.85 -4.82 0.74 -0.967
C 2.67 -3.48 1.05 -0.266
C 1.91 -2.63 0.25 0.063
P 1.42 -0.88 0.77 2.727
C 0.93 -1.34 2.50 1.009
C 1.76 -1.34 3.62 -0.353
C 1.27 -1.67 4.87 -0.754
C -0.07 -2.03 5.01 -0.690
C -0.90 -2.05 3.90 -0.457
C -0.40 -1.70 2.65 -0.895
C 3.11 -0.20 1.03 0.373
C 3.28 0.88 1.91 -0.596
C 4.50 1.52 2.03 -0.942
C 5.58 1.13 1.24 -0.717
C 5.41 0.10 0.33 -0.602
C 4.19 -0.56 0.23 -0.821
H 2.14 -3.79 -3.42 0.556
H 2.45 -3.23 -5.80 0.361
H 1.40 -1.18 -6.74 0.398
H 0.17 0.34 -5.25 0.525
H 2.21 1.49 -3.04 0.335
H 2.96 3.58 -4.08 0.373
H 1.30 5.28 -4.80 0.326
H -1.12 4.82 -4.51 0.360
H -1.87 2.69 -3.53 0.269
H -2.67 1.67 -1.29 0.434
H -5.09 1.45 -1.70 0.380
H -5.94 -0.29 -3.26 0.344
H -4.32 -1.74 -4.45 0.387
H -1.91 -1.44 -4.13 0.269
H 0.92 -4.93 -2.05 0.669
H 2.29 -6.40 -0.60 0.359
H 3.46 -5.45 1.38 0.424
H 3.13 -3.07 1.95 0.349
H 2.81 -1.06 3.52 0.343
H 1.92 -1.64 5.73 0.373
H -0.47 -2.28 5.99 0.343
H -1.95 -2.31 4.00 0.397
H -1.07 -1.65 1.79 0.131
H 2.43 1.25 2.47 0.582
H 4.59 2.35 2.72 0.448
H 6.53 1.64 1.33 0.342
H 6.24 -0.20 -0.31 0.402
H 4.09 -1.37 -0.49 0.346
```

The calculation puts the total energy at -81605.28864 eV. For the HOMO energy, the calculation gives 0.01011 Ha. As for the charge: -2.

=====

No. 6
DFT (ωB97M-V with the def2-TZVPD basis set) results for a 12-piece molecular cluster, C3H32N2O12 overall.

```
49
Properties=species:S:1:pos:R:3:nbo_charge:R:1
N 1.59 -1.01 0.04 -0.889
C 0.56 -0.03 0.70 -0.262
C 0.04 -0.76 1.89 -0.257
N -0.96 0.09 2.64 -0.649
C -2.37 -0.05 2.27 0.102
O -2.54 0.42 1.04 -0.723
H 1.46 -2.01 0.31 0.346
H 1.67 -0.84 -0.92 0.359
H -0.21 -0.07 -0.07 0.192
H 1.09 0.92 0.84 0.227
H -0.43 -1.72 1.74 0.200
H 0.84 -1.12 2.62 0.200
H -0.67 1.05 2.48 0.350
H -2.68 -1.11 2.30 0.153
H -3.04 0.54 3.06 0.159
H -2.57 -0.36 0.39 0.476
O 1.12 3.06 1.91 -0.977
H 1.63 2.62 2.57 0.476
H 1.52 4.01 1.77 0.510
O 3.59 3.23 0.72 -0.973
H 4.23 2.74 1.30 0.492
H 3.63 2.92 -0.18 0.483
O 2.58 -3.41 -2.68 -0.929
H 2.43 -2.74 -3.20 0.451
H 1.87 -3.58 -2.10 0.478
O 1.14 -4.00 0.56 -0.953
H 0.32 -4.02 0.10 0.501
H 1.41 -3.17 0.96 0.446
O -1.69 3.10 -0.92 -1.013
H -1.50 3.72 -0.13 0.527
H -2.02 3.56 -1.70 0.474
O -1.76 -0.34 -4.56 -0.964
H -1.13 -1.04 -4.31 0.468
H -1.70 0.44 -4.11 0.492
O -0.85 -3.34 -0.91 -0.987
H -1.63 -3.32 -0.36 0.498
H -0.90 -2.68 -1.66 0.508
O -1.19 4.28 1.48 -0.937
H -2.19 4.24 1.80 0.473
H -0.96 3.56 2.10 0.499
O -2.85 -2.10 -1.67 -0.984
H -2.81 -2.63 -2.60 0.500
H -3.02 -1.20 -1.82 0.491
O 4.24 -0.05 0.91 -0.983
H 3.19 0.20 0.88 0.485
H 4.11 -1.05 0.51 0.484
O -1.01 0.76 -2.30 -1.011
H -1.40 1.63 -1.91 0.518
H -0.18 0.65 -1.78 0.474
```

The calculation puts the total energy at -31176.38060 eV. As for the structure (SMILES): NCCNCO.O.O.O.O.O.O.O.O.O.O.O. For the relative energy (zero: lowest compared OMol25 entry of this formula, charge and spin), the calculation gives 131.2 kcal/mol. For the HOMO energy, the calculation gives -0.33838 Ha.

=====

No. 7
DFT (ωB97M-V with the def2-TZVPD basis set) results for one molecule with the formula C4H10N2.

```
16
Properties=species:S:1:pos:R:3:nbo_charge:R:1
H -1.05 -3.74 -0.14 0.333
N -1.35 -2.83 -0.47 -0.690
C -0.29 -2.14 -0.66 0.263
N -0.39 -0.88 -1.18 -0.605
C 0.48 0.15 -0.59 -0.227
C -0.21 0.94 0.52 -0.418
C 0.58 2.08 1.14 -0.617
H 0.69 -2.60 -0.78 0.154
H -1.34 -0.53 -1.15 0.378
H 1.55 -0.08 -0.51 0.211
H 0.58 0.90 -1.40 0.184
H -0.53 0.23 1.28 0.202
H -1.16 1.28 0.10 0.196
H 1.52 2.27 0.61 0.204
H 0.90 1.92 2.17 0.216
H 0.01 3.01 1.07 0.215
```

The calculation puts the total energy at -7289.55636 eV. As for the structure (SMILES): [H]/N=C/NCCC. For the relative energy (zero: lowest compared OMol25 entry of this formula, charge and spin), the calculation gives 24.5 kcal/mol. For the HOMO energy, the calculation gives -0.33257 Ha.

=====

No. 8
DFT (ωB97M-V with the def2-TZVPD basis set) results for a 3-piece molecular cluster, C22H36BFN3O9 overall.

```
72
Properties=species:S:1:pos:R:3:mulliken_charge:R:1
C -4.35 3.68 -2.63 -0.986
C -2.88 3.43 -1.94 -0.063
O -2.61 2.02 -1.57 -0.434
B -1.16 1.87 -1.18 0.419
O -0.43 3.10 -0.70 -0.488
C -0.31 0.47 -1.26 -0.129
C 0.26 -0.42 -2.52 0.013
O 0.10 -0.10 -3.95 -0.225
C -1.29 -0.31 -4.41 -0.192
C -1.73 -1.89 -4.48 -0.793
N 0.99 -1.65 -1.98 0.709
C 1.66 -2.69 -2.89 0.213
C 3.31 -2.50 -2.73 -0.936
F 1.25 -4.09 -2.62 -0.341
C 0.96 -1.63 -0.44 -0.071
C 1.61 -2.76 0.57 -0.495
C 0.61 -4.08 0.77 -0.881
N 0.20 -0.35 -0.09 0.621
C 0.11 -0.15 1.40 -0.256
C 1.20 0.72 2.25 -0.337
C 1.03 0.87 3.83 -0.337
N 0.04 0.32 4.79 -0.167
C -0.92 -0.48 3.98 -0.168
C -1.02 -0.76 2.40 -0.431
H -5.17 3.13 -1.99 0.274
H -4.41 3.44 -3.77 0.266
H -4.58 4.84 -2.52 0.314
H -2.07 3.70 -2.77 0.214
H -2.81 4.17 -1.02 0.248
H -0.89 3.29 0.20 0.310
H -1.32 0.10 -5.53 0.305
H -2.02 0.34 -3.74 0.178
H -1.34 -2.50 -3.56 0.161
H -1.29 -2.44 -5.45 0.271
H -2.91 -1.95 -4.44 0.344
H 1.41 -2.47 -4.04 0.283
H 3.48 -1.46 -2.20 0.275
H 3.79 -3.36 -2.10 0.312
H 3.85 -2.50 -3.78 0.295
H 1.82 -2.36 1.66 0.379
H 2.65 -3.06 0.10 0.284
H 0.56 -4.33 1.93 0.317
H -0.49 -3.78 0.42 0.250
H 1.00 -5.05 0.24 0.266
H 2.10 1.23 1.69 0.330
H 1.86 1.56 4.36 0.271
H -1.77 -1.00 4.64 0.278
H -1.91 -1.40 1.97 0.335
C -1.38 0.47 7.84 -0.478
O -2.78 0.62 8.07 -0.307
C -3.40 -0.51 8.51 0.762
O -2.87 -1.58 8.72 -0.543
O -4.72 -0.23 8.68 -0.303
C -5.50 -1.32 9.15 -0.610
H -0.99 1.43 7.49 0.178
H -0.87 0.21 8.78 0.328
H -1.19 -0.29 7.07 0.184
H -5.15 -1.66 10.13 0.288
H -5.47 -2.15 8.43 0.283
H -6.53 -0.99 9.25 0.222
C 6.58 3.07 -5.42 -0.611
O 5.18 3.21 -5.19 -0.328
C 4.56 2.09 -4.75 0.687
O 5.10 1.01 -4.54 -0.555
O 3.25 2.37 -4.58 -0.330
C 2.47 1.27 -4.11 -0.417
H 6.97 4.02 -5.77 0.227
H 7.10 2.81 -4.48 0.288
H 6.77 2.31 -6.19 0.289
H 2.82 0.94 -3.13 0.196
H 2.49 0.45 -4.83 0.284
H 1.43 1.61 -4.01 0.257
```

The calculation puts the total energy at -49670.59114 eV. For the HOMO energy, the calculation gives -0.44914 Ha. As for the charge: +1.

=====

Number 1: F_max 6.2 eV Å⁻¹. Number 2: F_max 19.8 eV Å⁻¹. Number 3: F_max 2.1 eV Å⁻¹. Number 4: F_max 4.8 eV Å⁻¹. Number 5: F_max 1.8 eV Å⁻¹. Number 6: F_max 7.2 eV Å⁻¹. Number 7: F_max 2.9 eV Å⁻¹. Number 8: F_max 8.3 eV Å⁻¹.